A molecular structure, C25H13Br4IN2O8Os in a non-equilibrium geometry. Source: the OMol25 dataset; level of theory: the ωB97M-V functional and the def2-TZVPD basis.

Element x y z (Å)
Os (-0.00306, 0.52016, 0.88804)
O (0.54973, -0.38554, 2.68992)
C (0.40569, -1.63680, 2.90789)
C (-0.07057, -2.62256, 2.02542)
C (-0.22713, -3.92132, 2.57904)
C (-0.57385, -4.98730, 1.83073)
C (-0.84368, -4.84973, 0.45037)
C (-0.73591, -3.60056, -0.11044)
C (-0.42332, -2.46246, 0.65856)
O (-0.34231, -1.31285, 0.02124)
N (-0.58563, -6.31939, 2.41736)
O (-0.42245, -6.43216, 3.63783)
O (-0.74974, -7.28334, 1.68734)
H (0.66523, -2.00930, 3.89664)
H (0.00531, -4.05992, 3.61530)
H (-1.14931, -5.70338, -0.10584)
H (-0.90958, -3.41387, -1.16721)
Br (1.21413, 6.35823, 4.64721)
C (1.51728, 4.80570, 3.62696)
C (2.87020, 4.41550, 3.35813)
Br (4.33404, 5.38103, 4.00506)
C (3.10121, 3.27063, 2.62973)
Br (4.82778, 2.57824, 2.31405)
C (1.99705, 2.54005, 2.07652)
O (2.13472, 1.52290, 1.33096)
C (0.62959, 2.96073, 2.34636)
O (-0.33326, 2.28330, 1.84803)
C (0.43247, 4.10802, 3.13678)
Br (-1.35596, 4.58442, 3.49471)
I (3.48663, -1.62657, 0.66294)
C (3.00754, -0.63355, -1.10696)
C (3.92340, -0.71106, -2.17122)
C (3.60197, -0.08819, -3.34942)
C (2.40518, 0.63956, -3.42574)
C (1.56775, 0.58711, -2.34874)
N (1.86531, -0.00460, -1.19372)
H (4.85527, -1.23620, -2.01640)
H (4.26560, -0.08911, -4.18766)
H (2.22864, 1.23449, -4.32733)
H (0.61027, 1.12138, -2.35302)
O (-2.68445, 0.56251, 0.34623)
C (-2.13097, 0.93490, -0.69874)
O (-0.88552, 1.29689, -0.69058)
C (-2.95735, 1.09723, -1.92143)
C (-2.58439, 2.01564, -2.89195)
C (-3.34338, 2.15297, -4.02558)
C (-4.47412, 1.33810, -4.25580)
C (-4.82260, 0.38698, -3.30719)
C (-4.03065, 0.24975, -2.14528)
H (-1.67947, 2.62583, -2.67978)
H (-3.08396, 2.91130, -4.77296)
H (-5.07906, 1.47025, -5.13820)
H (-5.73051, -0.17267, -3.41735)
H (-4.28981, -0.39142, -1.32080)

Summary:
Spin multiplicity: 5
Orbital gap (spin up / spin down) (eV): 6.830 / 6.314
E_HOMO (spin up / spin down) (eV): -8.12 / -8.50
Relative energy (zero: lowest compared OMol25 entry of this formula, charge and spin) (eV): 0.197

Atomic partial charges in e from the natural (NBO) method, atoms 1 to 2:
1. Os 1.727
2. O -0.620

=====

2 unconnected molecules or ions with the total composition C6H16N2O in a non-equilibrium geometry. Source: the OMol25 dataset; level of theory: the ωB97M-V functional and the def2-TZVPD basis.

Element x y z (Å)
H (0.22153, 2.74720, 0.03968)
N (0.11415, 1.89418, -0.49927)
C (-0.70820, 1.07292, 0.02710)
C (-1.54220, 1.35964, 1.25398)
N (-0.91935, -0.13734, -0.61896)
C (-0.69038, -0.21815, -2.04925)
C (-1.86728, -1.10329, -0.09837)
H (-1.35599, 0.63264, 2.04146)
H (-2.60366, 1.35726, 1.00330)
H (-1.31272, 2.35414, 1.63236)
H (-0.08207, 0.62966, -2.35027)
H (-0.16891, -1.15798, -2.24761)
H (-1.63487, -0.25342, -2.59818)
H (-1.70160, -1.25592, 0.96623)
H (-1.70238, -2.05151, -0.60858)
H (-2.90670, -0.79010, -0.25171)
C (2.18908, -0.88646, -0.73485)
O (1.49116, -1.19529, 0.65252)
C (1.87140, -0.29506, 1.64840)
H (3.22240, -1.09105, -0.44552)
H (2.13229, 0.17827, -0.95857)
H (1.95648, -1.56964, -1.54849)
H (2.96670, -0.27985, 1.78173)
H (1.58736, 0.73443, 1.38214)
H (1.44374, -0.67529, 2.58073)

Summary:
Orbital gap (eV): 9.093
E_HOMO (eV): -8.13
Relative energy (zero: lowest compared OMol25 entry of this formula, charge and spin) (eV): 2.540
SMILES string: [H]/N=C(\C)N(C)C.COC

Atomic partial charges in e from the natural (NBO) method, atoms 1 to 2:
1. H 0.341
2. N -0.770

=====

2 unconnected molecules or ions with the total composition C6H6N2O in a non-equilibrium geometry. Source: the OMol25 dataset; level of theory: the ωB97M-V functional and the def2-TZVPD basis.

Element x y z (Å)
C (-0.14792, -2.21771, -2.13986)
C (0.04988, -1.22295, -1.50867)
C (0.19034, 0.46558, 2.62043)
C (-0.34426, -0.84093, 2.44909)
C (0.48114, 0.89166, 1.31546)
C (0.32241, -0.08475, -0.81222)
N (-0.50989, -1.08077, 1.23215)
N (0.01032, -0.10311, 0.47261)
O (-0.24184, 2.22754, -2.38669)
H (-0.04222, -2.99206, -2.84988)
H (0.62052, 1.03197, 3.48705)
H (-0.57333, -1.67512, 3.10999)
H (0.79803, 1.92216, 1.01196)
H (-0.82441, 1.29051, -2.75861)
H (0.21124, 2.38797, -3.24280)

Summary:
Orbital gap (eV): 7.630
E_HOMO (eV): -8.46
Relative energy (zero: lowest compared OMol25 entry of this formula, charge and spin) (eV): 6.159

Atomic partial charges in e from the natural (NBO) method, atoms 1 to 2:
1. C -0.129
2. C -0.176

=====

2 unconnected molecules or ions with the total composition C2H9NOS. Source: the OMol25 dataset; level of theory: the ωB97M-V functional and the def2-TZVPD basis.

Element x y z (Å)
N (0.97115, -2.30298, 0.33865)
C (0.28353, -1.16656, -0.24299)
O (1.06356, -0.43456, -1.20080)
H (1.43200, -2.82261, -0.40233)
H (1.72577, -1.93340, 0.91152)
H (-0.01632, -0.50260, 0.55919)
H (-0.58717, -1.48938, -0.81403)
H (2.00461, -0.51907, -0.98499)
C (-0.79631, 2.12714, 0.07161)
S (-2.33999, 1.85893, 0.98637)
H (-0.79621, 3.19725, -0.11776)
H (-0.73883, 1.57140, -0.84670)
H (0.06984, 1.86408, 0.67166)
H (-2.27563, 0.55237, 1.07058)

Summary:
Orbital gap (eV): 9.751
E_HOMO (eV): -9.00
Relative energy (zero: lowest compared OMol25 entry of this formula, charge and spin) (eV): 0.394
SMILES string: NCO.CS

Atomic partial charges in e from the natural (NBO) method, atoms 1 to 2:
1. N -0.825
2. C 0.084

=====

A gas-phase ion, C3H7N2 (charge +1) in a non-equilibrium geometry. Source: the OMol25 dataset; level of theory: the ωB97M-V functional and the def2-TZVPD basis.

Element x y z (Å)
C (-1.60243, 0.03159, -0.68218)
C (1.45395, -0.64602, 0.08286)
C (0.83133, 0.70667, -0.18593)
N (-0.44515, 0.76815, -0.52256)
N (-2.44278, -0.41558, 0.18956)
H (0.66028, -1.39801, -0.38885)
H (2.49479, -0.56127, -0.37413)
H (1.52247, 1.53670, -0.22411)
H (1.59799, -0.75755, 1.11957)
H (-0.86928, 1.57916, -0.88007)
H (-3.33604, -0.84451, 0.00310)
H (-2.19931, -0.27921, 1.15875)

Summary:
Orbital gap (spin up / spin down) (eV): 8.561 / 8.561
E_HOMO (spin up / spin down) (eV): -13.47 / -13.47
Relative energy (zero: lowest compared OMol25 entry of this formula, charge and spin) (eV): 3.064
Total charge: +1

Atomic partial charges in e from the natural (NBO) method, atoms 1 to 2:
1. C 0.299
2. C -0.680

=====

A molecular structure, C13H13BrIrNO7 in a non-equilibrium geometry. Source: the OMol25 dataset; level of theory: the ωB97M-V functional and the def2-TZVPD basis.

Element x y z (Å)
Ir (0.24346, -0.26056, -0.42869)
O (0.03166, 0.54794, -2.74599)
C (-0.30274, 1.91754, -2.74849)
C (-1.57854, 2.20474, -1.94809)
N (-1.51854, 1.69664, -0.57419)
C (-2.72974, 1.06844, -0.12629)
C (-2.81274, -0.51736, -0.38739)
O (-3.87214, -1.02346, -0.11069)
O (-1.78584, -1.04906, -0.87379)
C (-0.95144, 2.63204, 0.37011)
C (-0.33914, 1.93564, 1.65171)
O (-0.20464, 2.61454, 2.63911)
O (-0.03774, 0.71874, 1.49581)
H (-0.68064, 0.02234, -3.13959)
H (0.55576, 2.42254, -2.30209)
H (-0.43364, 2.28674, -3.77549)
H (-1.74584, 3.29064, -1.93759)
H (-2.42464, 1.72884, -2.45069)
H (-2.85194, 1.17794, 0.95061)
H (-3.61764, 1.46614, -0.62219)
H (-0.12374, 3.17264, -0.08849)
H (-1.69184, 3.35344, 0.73061)
Br (1.21306, -2.59506, -1.70579)
C (1.51466, -2.52586, 0.19561)
C (0.89426, -3.48676, 0.98261)
C (1.22386, -3.56886, 2.32451)
C (2.15916, -2.70256, 2.87211)
C (2.74886, -1.72696, 2.08771)
C (2.43776, -1.62926, 0.73651)
C (3.14806, -0.54996, -0.11979)
O (4.33966, -0.40496, 0.02501)
O (2.36496, 0.09534, -0.87969)
H (0.16876, -4.15546, 0.54431)
H (0.75486, -4.32176, 2.94061)
H (2.43356, -2.79246, 3.91281)
H (3.47086, -1.04266, 2.50511)

Summary:
Spin multiplicity: 5
Orbital gap (spin up / spin down) (eV): 9.220 / 6.797
E_HOMO (spin up / spin down) (eV): -9.31 / -9.58

Atomic partial charges in e from the natural (NBO) method, atoms 1 to 2:
1. Ir 1.644
2. O -0.702

=====

Computed DFT total energy, in the same sequence as the records: -336229.463 -11507.515 -11340.273 -16592.272 -6194.447 -102392.275 eV.